(1)
Density functional theory data (ωB97M-V/def2-TZVPD) for C39H34N5O4PSSe2Sn as an isolated structure.

Properties
* LUMO level: 4.29 eV
* HOMO energy: -1.80 eV
* frontier orbital gap: 6.0916 eV
* molecular weight: 976.4 Da
* energy: -213284.055 eV

The geometry in ORCA input format:
```
! RIJCOSX wB97M-V def2-TZVPD def2/J DEFGRID3
* xyz -2 1
H -4.882 -2.149 -0.069
P 3.870 -2.241 0.240
H 1.276 3.901 3.347
C -3.055 -0.561 -1.709
H -4.818 -1.840 -3.071
H -4.767 -4.144 -3.961
H 6.840 -0.838 3.936
C 1.995 3.540 -0.420
C -5.316 -3.091 1.727
H -0.338 -2.394 3.404
H -0.806 -4.617 -2.333
Se 2.596 -3.291 1.600
C -0.539 2.588 1.592
C 1.801 1.577 4.988
C 6.553 0.757 2.525
C 7.179 -5.140 -1.233
H 5.350 -4.398 1.521
C 0.950 2.586 1.647
H 2.701 5.583 -0.277
C 5.614 -3.366 -1.680
H 2.447 5.772 2.154
H 5.363 -2.403 2.736
H -3.005 2.575 1.237
C 1.754 3.662 2.393
C 6.735 -5.187 0.083
C -2.764 -4.517 -3.193
N -5.600 -2.548 0.512
N 1.679 1.513 2.528
C 5.548 -1.417 2.329
H -4.022 -0.116 -2.018
H 4.561 0.569 -0.215
N -1.630 -2.355 1.811
H 7.954 -5.818 -1.571
C 6.611 -4.232 -2.114
H -1.045 3.537 1.813
H 6.016 2.165 0.993
H 6.938 -4.197 -3.147
H 4.705 2.861 3.729
H 5.159 -2.658 -2.362
C 5.906 1.152 1.364
C -3.637 -3.118 3.571
O 1.992 0.340 1.947
H 1.381 1.304 5.947
H 7.160 -5.905 0.775
H -4.435 -3.416 4.239
C 5.174 -3.400 -0.364
C 2.327 4.740 0.299
C -1.696 -4.023 -2.502
C 4.919 -1.034 1.148
O -0.683 -2.304 -1.273
H 3.367 2.405 1.691
C -3.943 -2.467 -2.909
H -2.091 2.201 -1.097
C 1.035 1.256 3.914
C -2.722 1.452 -0.606
C -3.924 -3.744 -3.413
C -2.874 -2.530 1.394
O -6.165 -3.692 2.371
Se 2.964 -1.270 -1.450
O 1.039 1.406 -0.476
C -2.337 -2.959 4.010
H -3.043 0.803 1.429
H -3.010 -2.395 0.327
C -2.872 -1.913 -2.183
C 5.735 -4.328 0.511
H -2.071 -3.104 5.048
C 6.365 -0.531 3.011
C 2.815 2.559 2.619
H -6.476 -2.801 0.094
H 2.193 3.475 -1.483
C 5.089 0.261 0.680
C 2.194 4.860 1.629
S -0.465 0.468 4.000
H -3.770 1.632 -0.903
Sn 0.437 -0.588 0.390
C -2.555 1.628 0.903
N -1.144 1.571 1.176
N -2.265 0.137 -0.993
H 7.178 1.458 3.067
H 3.717 2.079 5.867
C 1.389 2.454 0.160
C -1.361 -2.571 3.094
H -2.717 -5.530 -3.583
C -3.923 -2.901 2.227
C 3.137 2.101 4.950
C -1.675 -2.691 -1.935
C 3.674 2.549 3.814
*
```



(2)
Density functional theory data (ωB97M-V/def2-TZVPD) for C39H35BIrN6O2PS2 as an isolated structure.

Properties
* <S²>: 0.76
* LUMO level (alpha / beta): -3.20 / -4.48 eV
* HOMO energy (alpha / beta): -10.59 / -10.65 eV
* frontier orbital gap (alpha / beta): 7.3924 / 6.1611 eV
* molecular weight: 917.9 Da
* energy: -88516.458 eV

The geometry in ORCA input format:
```
! RIJCOSX wB97M-V def2-TZVPD def2/J DEFGRID3
* xyz 1 2
C -1.764 2.951 1.237
H -5.853 -5.507 -2.035
H 3.418 1.085 1.976
C 2.839 -2.269 3.246
H 2.934 -3.181 2.674
S -0.009 0.457 3.430
C -5.487 -0.116 2.312
C 3.448 -0.619 4.792
C 6.572 1.417 0.774
C 3.767 -1.815 4.144
C 2.021 -0.216 -4.363
H -2.098 -2.069 -1.078
C 2.082 0.269 -2.010
C -3.160 -0.327 1.727
H 0.728 6.646 -2.212
H -4.638 -6.779 -2.044
C 0.253 4.555 -2.292
O -1.751 -2.928 3.018
C 4.961 1.631 -0.994
H 2.180 1.760 -3.566
C 1.911 -1.567 -4.077
N 2.352 0.086 4.559
H -6.411 -0.611 2.579
H 3.513 4.042 -0.283
H 4.676 -2.359 4.344
C -5.459 1.249 2.214
H 4.738 1.783 -2.044
H 1.935 -1.436 -0.699
C -3.121 1.094 1.646
H -4.435 -1.994 2.150
Ir -0.397 0.367 1.085
C -4.084 3.290 1.736
C -2.854 3.810 1.421
H -1.185 -0.725 -3.977
H 1.825 -2.282 -4.884
C 1.826 3.082 -1.215
H -6.344 1.840 2.402
C 2.597 4.180 -0.843
H 2.806 6.310 -0.921
N -0.906 0.288 -0.871
C 3.934 1.423 -0.076
H -2.990 -4.878 2.035
H -4.551 -5.463 -3.221
H -0.776 3.315 0.992
H 7.077 1.785 -1.279
C 1.978 -1.092 -1.725
N 1.329 0.930 0.600
C -2.583 -2.981 -0.752
C 2.197 5.460 -1.199
C 1.029 5.647 -1.923
C 2.111 0.707 -3.332
H 4.129 -0.202 5.526
H 2.015 0.126 -5.389
C -4.355 -0.919 2.065
H -2.694 4.873 1.319
C -3.088 -4.570 1.003
C 5.551 1.217 1.691
P 2.227 1.425 -0.640
S -1.515 -2.456 1.687
C 0.646 3.275 -1.938
H 1.787 -3.060 -2.538
C -4.791 -5.710 -2.189
C 4.229 1.219 1.269
H -3.422 -3.406 -2.668
C -2.468 -3.410 0.564
N -1.944 -0.924 1.407
C 1.890 -2.006 -2.758
N -1.912 1.642 1.341
C -3.827 -5.314 0.098
H 7.603 1.416 1.105
B -1.661 0.269 -3.484
C -3.960 -4.908 -1.229
C -4.251 1.895 1.866
H -2.867 0.283 -3.491
C -3.328 -3.735 -1.640
H 0.972 -1.957 2.446
H -1.198 1.291 -3.944
C 1.472 -0.385 3.686
H -4.311 -6.224 0.428
H -4.934 3.941 1.892
C -1.227 0.266 -1.981
C 6.277 1.627 -0.567
O -0.122 -2.455 1.222
H -0.647 4.695 -2.876
H 0.044 2.434 -2.257
N 1.711 -1.568 3.062
H 5.787 1.070 2.737
*
```



(3)
Density functional theory data (ωB97M-V/def2-TZVPD) for C39H35BrClLuNO11Sb as an isolated structure.

Properties
* LUMO level: 3.86 eV
* HOMO energy: -0.91 eV
* frontier orbital gap: 4.7737 eV
* molecular weight: 1105.8 Da
* energy: -187753.588 eV

The geometry in ORCA input format:
```
! RIJCOSX wB97M-V def2-TZVPD def2/J DEFGRID3
* xyz -2 1
C -0.971 -4.639 -0.916
C 2.966 -3.837 1.163
O -0.344 -1.444 -2.000
C 1.110 -3.706 -3.516
H 4.667 -4.288 2.403
Sb 0.399 -2.880 -0.597
O 1.135 -0.316 -0.043
H -3.049 5.923 -2.439
C 3.687 -2.660 -3.547
Cl -3.144 0.371 -3.489
C 1.423 4.929 2.334
C 1.503 -0.325 2.270
O -1.234 0.527 -1.256
H -1.341 -0.980 -4.146
C -3.990 -0.300 0.960
O 3.217 -1.129 0.563
H -1.793 7.267 -2.744
C 2.920 -2.588 -2.374
H 1.464 -4.060 -5.621
H 0.745 6.651 5.198
C 1.405 -5.072 3.085
C -2.045 6.371 -2.137
H 3.259 -5.619 4.054
H -0.394 5.165 3.510
O -2.022 0.600 2.148
C 1.221 4.590 -3.090
C -0.994 4.129 -1.513
H -0.870 -7.999 -0.587
H -3.309 -0.410 0.103
C 0.806 -4.503 1.964
C -0.991 -0.346 -2.154
C 3.186 -3.235 -4.706
C -0.465 -5.917 -0.960
H -0.265 -4.595 1.814
H 0.796 -5.542 3.853
H -5.301 0.951 2.903
C 1.598 -3.872 1.034
O 0.591 0.583 2.240
Lu -0.393 1.533 0.630
C 1.001 3.305 -2.460
C -4.253 0.899 3.172
C -1.299 -6.993 -0.684
H -4.089 -0.032 3.738
C 2.683 6.469 4.250
C 0.892 3.680 1.650
H 2.117 4.762 -3.670
C -3.498 2.213 1.177
C 1.868 -3.644 -4.693
C -2.663 -6.800 -0.492
H 0.110 -4.131 -3.570
H 3.183 5.158 1.140
H 4.656 -2.185 -3.530
H -1.826 3.793 -0.941
N -0.056 3.141 -1.709
C -2.342 -4.424 -0.766
C -0.956 5.331 -2.242
H 3.352 -2.111 -1.503
H -4.196 -1.280 1.463
H -1.845 -0.069 2.839
C 0.210 5.505 -3.018
C 3.557 -4.374 2.321
C 2.113 -0.640 0.793
H -4.196 -5.306 -0.261
H 0.235 6.413 -3.635
O 1.812 -1.108 3.190
Br 2.254 1.947 -2.944
H 3.766 -3.334 -5.628
H -2.730 -3.409 -0.677
H 0.550 -6.131 -1.218
H -0.973 0.869 -3.896
O -2.449 2.454 0.490
C -3.172 -5.520 -0.548
C -3.444 0.830 1.899
C -1.475 -0.072 -3.548
O -0.284 3.297 2.012
C 0.648 5.453 3.399
H -4.961 0.030 0.568
O 1.534 3.058 0.726
O -4.422 3.018 1.352
C 2.783 -5.053 3.260
C 2.670 5.434 2.062
C 3.362 6.163 3.066
C 1.287 6.276 4.323
H 3.152 7.007 5.065
H -4.002 1.795 3.725
H 4.400 6.449 2.908
C 1.675 -3.231 -2.337
H -2.186 6.796 -1.093
H 3.554 -3.399 0.338
H -3.286 -7.634 -0.255
*
```



Values of energy relative to the best compared isomer or geometry (same formula, charge and spin), in order: 0.0 30.5 155.7, all in kJ/mol.